[1]
{"formula": "C5H32N2O10", "method": "ωB97M-V with the def2-TZVPD basis set", "symbols": ["C", "C", "C", "C", "O", "N", "C", "N", "H", "H", "H", "H", "H", "H", "H", "H", "H", "H", "H", "H", "H", "H", "H", "H", "O", "H", "H", "O", "H", "H", "O", "H", "H", "O", "H", "H", "O", "H", "H", "O", "H", "H", "O", "H", "H", "O", "H", "H", "O"], "xyz": [[-0.64346, 1.73113, -0.90017], [0.23787, 1.10305, 0.18333], [-0.49710, -0.14194, 0.82175], [0.06479, -0.58958, 2.15293], [0.20030, -1.98828, 2.22365], [1.49545, 0.64028, -0.45215], [2.53385, 1.70168, -0.29026], [3.13554, 1.52269, 0.99390], [-1.04416, 0.81432, -1.35050], [-1.46322, 2.38057, -0.61342], [-0.11438, 2.37321, -1.59759], [0.51755, 1.67824, 1.07511], [-1.58367, -0.05513, 0.66163], [-0.32128, -0.85988, -0.01730], [-0.58866, -0.28064, 2.97740], [1.12656, -0.35925, 2.28261], [-0.59675, -2.54752, 2.24578], [1.82094, -0.25990, -0.01471], [3.28105, 1.60204, -1.09194], [2.06616, 2.67836, -0.37040], [4.06551, 1.14378, 0.99569], [2.85727, 2.20493, 1.67796], [-2.19703, 2.20153, 2.24348], [-0.66854, 2.15245, 2.59583], [-1.51169, 2.54776, 2.81970], [-3.31335, -2.16652, 1.64232], [-2.00519, -2.52054, 0.91344], [-2.48613, -2.65779, 1.74113], [1.31266, -2.81656, 0.82048], [2.71883, -2.44326, 0.36021], [1.78760, -2.31684, 0.13841], [-0.43748, 0.98333, -3.41017], [-0.52611, 0.43826, -4.85422], [-0.96072, 0.42452, -3.99542], [-2.59814, -2.16464, -2.70011], [-1.27955, -1.74096, -3.28698], [-1.66724, -2.41482, -2.70667], [-3.47162, 0.20986, 2.09488], [-4.13459, -0.49966, 3.25588], [-4.19165, -0.39338, 2.29831], [-0.14330, 4.39574, 0.99390], [-0.22243, 4.69470, 2.43709], [0.38298, 4.29262, 1.79759], [2.17064, 0.59841, -2.59322], [2.24779, -0.25153, -3.79679], [2.20113, 0.68864, -3.55554], [0.89477, -3.45392, -1.68896], [0.30702, -3.09498, -2.92654], [1.10010, -3.57037, -2.63141]], "forces_ev_per_angstrom": [[0.217, -0.314, 0.039], [-1.341, -1.264, 1.033], [0.450, 0.333, -3.083], [-0.681, -1.498, 0.040], [0.214, -1.747, 0.111], [0.192, 0.671, 3.235], [1.878, 0.460, -0.900], [-1.091, -0.160, -1.466], [-0.197, 0.642, -0.669], [-0.179, -0.293, 0.807], [0.451, -0.301, -0.350], [0.179, 0.797, -0.712], [0.186, 0.441, 0.985], [0.172, -0.377, 1.005], [0.450, 0.489, 0.012], [-0.316, 1.105, 0.066], [-0.305, 1.039, 0.372], [-0.381, -0.118, -0.914], [-0.283, 0.037, 0.237], [-0.181, -0.076, -0.117], [0.148, 0.036, 0.346], [0.115, -0.138, 0.476], [0.151, -0.100, -0.104], [-0.070, -0.033, -0.150], [-0.443, 0.159, 0.434], [-0.054, 0.128, 0.186], [-0.432, -0.191, -0.081], [0.434, -0.041, -0.339], [-0.109, 0.482, 0.216], [-0.034, -0.281, -0.212], [0.596, 0.198, -0.175], [0.172, -0.065, -0.419], [0.102, 0.152, 0.060], [-0.233, -0.283, 0.253], [-0.035, -0.229, 0.003], [-0.123, 0.121, 0.030], [0.107, 0.501, -0.032], [-0.019, 0.038, 0.008], [-0.138, -0.047, 0.004], [0.077, -0.021, 0.015], [0.243, -0.036, -0.085], [0.285, -0.223, 0.283], [-0.209, 0.202, -0.359], [-0.027, 0.220, -0.196], [0.026, 0.263, -0.383], [-0.081, -0.619, 0.529], [0.806, -0.408, 0.045], [0.147, -0.495, -0.697], [-0.838, 0.840, 0.612]], "lowdin_spin": [0.022, 0.046, 0.000, 0.000, 0.000, 0.590, 0.018, 0.246, 0.000, 0.002, 0.001, 0.020, 0.000, 0.001, 0.000, 0.000, 0.000, 0.009, 0.001, 0.003, 0.007, 0.011, 0.000, 0.001, 0.002, 0.000, 0.000, 0.000, 0.000, 0.000, -0.001, 0.000, 0.000, 0.000, 0.000, 0.000, 0.000, 0.000, 0.000, 0.000, 0.000, 0.000, 0.002, 0.005, 0.000, 0.015, 0.000, 0.000, 0.000], "e_lumo_ev": [-2.83, -7.94], "energy_ha": -1071.250378, "e_above_lowest_ev": 1.3359, "largest_force_ev_per_a": 3.3, "homo_lumo_gap_ev": [10.49, 5.39], "multiplicity": 2, "charge": 1}

[2]
{"formula": "C7H28O10", "method": "ωB97M-V with the def2-TZVPD basis set", "symbols": ["O", "C", "C", "C", "C", "C", "C", "C", "H", "H", "H", "H", "H", "H", "H", "H", "H", "H", "H", "H", "O", "H", "H", "O", "H", "H", "O", "H", "H", "O", "H", "H", "O", "H", "H", "O", "H", "H", "O", "H", "H", "O", "H", "H", "O"], "xyz": [[0.31190, 0.29978, -2.22393], [1.28218, 0.98529, -2.03347], [2.49020, 0.32432, -1.48904], [2.45815, 0.69087, 0.02444], [1.60109, -0.07843, 1.00983], [1.12223, -1.31618, 0.79875], [0.25221, -2.11693, 1.87479], [-0.36022, -1.46569, 2.87906], [1.36488, 2.03394, -2.14068], [2.45989, -0.70652, -1.69210], [3.44113, 0.65570, -1.99139], [3.47038, 0.54644, 0.36802], [2.08720, 1.71918, 0.12864], [1.78047, 0.34614, 2.08987], [1.07674, -1.75208, -0.25364], [-0.20624, -3.02469, 1.52667], [-1.22716, -1.98225, 3.50211], [0.02697, -0.53220, 3.20273], [-1.40792, 3.31243, -1.52930], [-0.26640, 3.71188, -0.53270], [-0.54734, 3.00601, -1.19593], [1.12295, -3.25635, -2.41382], [2.49540, -3.27925, -2.72365], [1.97044, -3.62437, -2.01708], [-1.83944, 1.60562, 0.66251], [-0.41535, 2.17004, 0.37474], [-0.86366, 1.56484, 0.92279], [1.07355, 4.01743, 1.18575], [-0.36515, 4.09638, 1.50555], [0.26809, 4.37601, 0.83550], [-3.24160, -2.93971, -0.46021], [-2.29034, -3.84693, -1.16271], [-3.07137, -3.78358, -0.67292], [-2.81843, 0.06009, -0.84075], [-3.25278, 1.39560, -1.52709], [-3.01275, 1.01140, -0.68882], [-0.73242, -2.54368, -1.09655], [-0.01134, -3.70220, -1.18275], [-0.66649, -3.26219, -1.76672], [-1.07414, -0.58959, 0.31035], [-0.92757, -0.44741, -1.02411], [-1.37307, -1.04648, -0.41225], [-0.59931, 2.22789, 2.53155], [-1.09314, 2.39361, 4.03391], [-0.49240, 2.74583, 3.30408]], "forces_ev_per_angstrom": [[-1.204, 0.544, -0.650], [1.042, -2.362, 0.203], [0.978, 1.315, 0.238], [-0.339, -0.313, -0.028], [1.187, 0.420, 1.278], [-1.938, -2.655, 1.334], [1.340, 1.988, -3.229], [-1.858, -1.608, 1.950], [-0.582, 1.535, -0.387], [-0.327, -1.481, 0.120], [-0.788, 0.293, 0.674], [0.732, 0.641, 0.292], [0.856, 0.170, -0.141], [-0.841, -0.889, -2.095], [0.435, 0.595, 1.629], [0.196, -0.472, -0.209], [2.066, 1.182, -1.287], [-0.091, 0.803, 0.401], [0.384, -0.287, 0.145], [-0.230, -0.633, -0.939], [-0.111, 1.545, -0.295], [0.536, -0.751, 1.174], [1.603, 0.058, -0.453], [-1.724, 0.725, -1.005], [1.714, 0.019, 0.006], [0.447, 0.755, -1.534], [-2.470, -1.524, 1.977], [0.999, -0.276, 0.243], [-0.425, 0.013, 0.434], [-0.368, 0.697, 0.046], [-0.544, 4.744, 1.082], [2.011, 0.280, -1.227], [-1.856, -5.106, 0.292], [0.093, 0.575, 0.208], [-0.107, 0.092, -0.441], [-0.532, -0.402, 0.231], [-1.024, 0.977, -0.655], [-0.310, -0.885, -0.805], [1.273, -0.209, 1.516], [1.050, 1.388, 4.298], [0.160, -0.170, -1.161], [-1.450, -1.326, -3.281], [-0.602, -1.773, -1.654], [1.206, 0.528, -1.823], [-0.588, 1.240, 3.527]], "lowdin_spin": [0.011, 0.016, 0.015, 0.051, 0.132, 0.097, 0.122, 0.160, 0.003, 0.002, 0.004, 0.017, 0.009, 0.011, 0.004, 0.006, 0.019, 0.022, 0.013, 0.005, 0.031, 0.001, 0.002, 0.010, 0.012, 0.008, 0.043, 0.016, 0.009, 0.026, 0.002, 0.000, 0.003, 0.003, 0.010, 0.027, 0.001, 0.002, 0.003, 0.006, 0.002, 0.020, 0.004, 0.011, 0.027], "e_lumo_ev": [2.87, 2.80], "energy_ha": -1035.771269, "largest_force_ev_per_a": 5.4, "homo_lumo_gap_ev": [2.45, 7.47], "multiplicity": 2, "charge": -1}